[1]
{"formula": "C5H6N", "method": "ωB97M-V/def2-TZVPD", "homo_energy_ha": [-0.4539, -0.5882], "gap_ev": [8.8746, 6.7569], "spin_multiplicity": 3, "charge": 1, "e_above_lowest_kcal_mol": 69.7, "species": ["C", "C", "C", "C", "C", "N", "H", "H", "H", "H", "H", "H"], "xyz": [[-0.023, -1.302, -1.034], [-1.031, -0.307, -0.899], [-0.314, 1.387, 0.849], [0.904, -1.083, -0.118], [0.290, -0.012, 0.890], [-0.959, 0.273, 0.232], [0.098, -2.010, -1.782], [-1.809, -0.019, -1.488], [-0.481, 1.792, 1.891], [0.102, 2.074, 0.228], [1.767, -1.698, -0.048], [0.260, -0.276, 1.868]]}

[2]
{"formula": "C5H6N2", "method": "ωB97M-V/def2-TZVPD", "homo_energy_ha": [-0.2654, -0.2789], "gap_ev": [7.0135, 7.5726], "spin_multiplicity": 1, "e_above_lowest_kcal_mol": 152.2, "species": ["C", "C", "C", "C", "C", "N", "N", "H", "H", "H", "H", "H", "H"], "xyz": [[0.891, 2.166, -0.357], [1.666, 1.047, -0.358], [-0.679, -1.781, -0.187], [-1.302, -1.603, 0.977], [-0.332, 1.276, -0.374], [0.416, -1.027, -0.575], [0.442, 0.217, -0.463], [1.266, 3.068, -0.120], [2.663, 0.841, 0.029], [-0.885, -2.504, -0.948], [-0.762, -0.957, 1.662], [-1.992, -2.299, 1.296], [-1.392, 1.557, -0.581]]}

Copy entry 2 word for word.
{"formula": "C5H6N2", "method": "ωB97M-V/def2-TZVPD", "homo_energy_ha": [-0.2654, -0.2789], "gap_ev": [7.0135, 7.5726], "spin_multiplicity": 1, "e_above_lowest_kcal_mol": 152.2, "species": ["C", "C", "C", "C", "C", "N", "N", "H", "H", "H", "H", "H", "H"], "xyz": [[0.891, 2.166, -0.357], [1.666, 1.047, -0.358], [-0.679, -1.781, -0.187], [-1.302, -1.603, 0.977], [-0.332, 1.276, -0.374], [0.416, -1.027, -0.575], [0.442, 0.217, -0.463], [1.266, 3.068, -0.120], [2.663, 0.841, 0.029], [-0.885, -2.504, -0.948], [-0.762, -0.957, 1.662], [-1.992, -2.299, 1.296], [-1.392, 1.557, -0.581]]}